# 1
111
Properties=species:S:1:pos:R:3:forces:R:3 method="wB97M-V/def2-TZVPD" homo_lumo_gap_ev=7.30 charge=+1 largest_force_ev_per_a=4.012 lumo_energy_ev=-3.505
C 6.76576 -0.97291 -1.79023 0.043 0.314 -0.273
C 5.65733 -1.87655 -1.13201 2.822 -0.413 -0.281
N 4.43385 -1.14806 -0.63372 -1.378 -1.238 -0.765
C 3.31547 -2.20671 -0.65803 -1.179 -2.689 0.546
N 3.77093 -3.47025 -0.02460 -0.753 1.411 -0.226
C 3.94675 -0.04003 -1.51739 -1.461 1.452 -1.238
C 2.60289 0.65973 -1.02032 -0.211 0.539 -0.578
C 1.28984 0.16530 -1.77399 -0.390 0.005 0.763
C 0.16915 -0.32591 -0.73178 -0.597 0.258 -0.891
C -1.16884 0.55887 -0.86052 0.125 -0.732 0.623
C -2.29187 -0.19813 -1.68422 -0.240 -0.281 -0.174
C -3.66120 -0.37478 -0.86032 0.811 1.006 -0.225
S -4.32795 -2.02347 -1.34942 -1.187 0.525 -0.274
C -6.10675 -2.10550 -1.04487 -0.539 -1.988 1.911
N -6.58581 -3.18567 -0.34436 0.911 3.037 -1.836
N -7.95000 -3.05043 -0.28330 -0.569 3.389 -2.070
C -8.24096 -1.89580 -0.93316 0.753 -1.602 0.833
O -7.11578 -1.24519 -1.44316 0.042 -2.093 1.186
N 4.51076 -0.79533 0.75358 1.758 1.457 0.618
C 5.24269 0.21186 0.95099 -1.165 -0.215 -1.109
O 5.78403 1.22462 1.05526 0.099 -0.625 0.630
H 7.22988 -0.24099 -1.06066 -0.674 -0.744 -0.877
H 7.61015 -1.62968 -2.15783 -1.037 0.533 0.589
H 6.39472 -0.42653 -2.71230 0.395 -0.549 1.196
H 5.41611 -2.69094 -1.88137 -0.329 1.117 1.005
H 6.12481 -2.35844 -0.22066 -0.902 0.366 -1.099
H 2.43283 -1.88544 -0.02757 1.174 0.352 -1.104
H 3.02945 -2.44054 -1.73037 0.523 1.081 1.225
H 2.92904 -3.84474 0.43056 0.795 -0.072 -0.130
H 4.07152 -4.13670 -0.73575 -0.273 0.205 0.357
H 4.68577 0.77905 -1.71476 -0.127 -1.199 0.578
H 3.69051 -0.51600 -2.51478 0.665 0.451 1.160
H 2.70812 1.76617 -1.25140 0.122 -1.314 0.354
H 2.43740 0.59492 0.08847 0.411 -0.077 -1.033
H 0.83078 1.02250 -2.34959 0.713 -0.913 0.557
H 1.53569 -0.63108 -2.53144 -0.259 0.655 0.790
H 0.51202 -0.28291 0.33833 -0.034 0.008 -1.072
H -0.10533 -1.39806 -0.96626 0.359 1.149 0.417
H -0.95330 1.58591 -1.27936 -0.180 -1.224 0.343
H -1.54213 0.73036 0.19280 0.300 -0.187 -1.130
H -1.95739 -1.24436 -1.97892 -0.074 1.237 0.410
H -2.47188 0.34078 -2.66221 -0.085 -0.607 1.129
H -4.30794 0.49861 -1.13819 0.292 -1.071 0.512
H -3.41938 -0.37434 0.24266 -0.484 0.024 -1.200
H -9.23024 -1.41536 -1.11890 1.172 -0.642 0.227
C 9.66660 1.42856 1.89963 -0.351 0.420 0.202
C 9.16051 1.41852 0.46825 -0.120 -0.439 0.046
O 10.21132 2.00351 -0.29911 0.339 0.137 0.452
S 11.63269 1.63341 0.38226 -0.198 0.000 0.182
O 12.17699 0.50856 -0.30156 0.074 0.371 0.289
O 12.35954 2.83570 0.58870 -0.090 -0.426 -0.296
O 11.05811 1.12531 1.80540 0.031 -0.111 -0.725
H 9.56244 2.41940 2.34894 -0.056 -0.038 -0.028
H 9.15808 0.69393 2.52305 0.267 -0.074 -0.014
H 8.23751 1.98387 0.34961 0.215 0.177 -0.108
H 9.00955 0.39534 0.11014 0.005 -0.016 0.087
C -2.42843 5.52608 1.30340 0.362 0.207 0.506
C -1.23442 5.00277 0.52766 -0.089 0.487 -0.443
O -1.36792 3.57894 0.56503 -0.527 -0.176 0.387
S -2.94051 3.19547 0.58335 0.077 0.733 0.174
O -3.34082 2.88585 -0.74896 -0.077 -0.128 0.461
O -3.17612 2.32144 1.68070 0.095 -0.060 -0.545
O -3.51028 4.65898 0.95434 0.321 -0.600 -0.519
H -2.26482 5.45000 2.38124 0.020 0.034 -0.046
H -2.66810 6.55676 1.04607 -0.200 -0.169 -0.088
H -0.28641 5.31223 0.96446 -0.035 -0.275 0.057
H -1.27269 5.31882 -0.51838 0.009 0.056 0.059
C -10.66992 0.88573 0.25040 0.524 0.061 -0.314
C -9.86395 0.60679 1.50591 -0.256 -0.633 0.103
O -9.90703 1.82453 2.25116 -0.421 0.520 -0.466
S -11.31906 2.56207 1.97755 0.260 -0.404 0.013
O -12.20752 2.23947 3.04723 0.151 0.405 -0.542
O -11.05750 3.89811 1.56892 -0.189 -0.299 0.363
O -11.76082 1.70096 0.68007 0.075 0.052 0.675
H -10.08393 1.45472 -0.47669 0.002 -0.043 0.010
H -11.03683 -0.02819 -0.21565 -0.253 0.138 0.123
H -8.83476 0.32648 1.28695 0.010 0.249 0.129
H -10.33240 -0.17540 2.10935 0.051 -0.034 -0.079
C -15.52743 3.92447 2.72193 0.582 -0.060 0.244
C -15.65076 2.43151 2.48569 -0.004 0.021 -0.652
O -16.51649 1.96303 3.52098 -0.145 0.610 0.425
S -17.58338 3.12366 3.88294 0.303 -0.029 -0.255
O -18.79241 2.85705 3.18028 0.210 0.211 0.394
O -17.54380 3.34798 5.28666 -0.217 -0.198 -0.374
O -16.82802 4.34565 3.13971 -0.382 -0.591 -0.012
H -14.82292 4.13979 3.52929 0.028 -0.044 -0.068
H -15.22283 4.46093 1.82410 -0.247 0.062 0.059
H -14.68854 1.92433 2.52933 -0.135 -0.045 0.260
H -16.12951 2.22190 1.52475 0.051 0.049 -0.003
C 1.44247 -4.19771 -5.35860 0.253 -0.511 -0.552
C 0.46352 -5.25914 -4.89364 -0.561 0.365 -0.373
O 0.88532 -5.58921 -3.56506 0.817 0.564 0.382
S 1.51188 -4.28097 -2.86903 -1.001 -0.693 -1.287
O 0.50793 -3.67408 -2.06136 0.760 0.100 0.178
O 2.80435 -4.61448 -2.36916 -0.324 0.019 -0.034
O 1.69134 -3.38864 -4.20183 -0.251 -0.174 0.775
H 2.38944 -4.64248 -5.67366 -0.053 0.015 -0.005
H 1.04057 -3.59169 -6.16908 0.017 0.159 0.242
H 0.47263 -6.14119 -5.53110 0.128 -0.078 0.273
H -0.55361 -4.86320 -4.83673 0.042 -0.029 -0.051
C 14.59813 -1.22387 2.35335 0.601 0.260 -0.024
C 14.85064 -2.26107 1.27622 -0.412 0.280 -0.411
O 14.82944 -3.51489 1.96261 -0.125 0.163 0.732
S 13.79203 -3.42402 3.19997 0.242 0.248 -0.288
O 12.54834 -3.98324 2.78637 0.268 0.121 0.367
O 14.46487 -3.83779 4.38149 -0.341 -0.116 -0.354
O 13.63498 -1.81497 3.22809 -0.164 -0.641 -0.302
H 15.50479 -1.02428 2.93021 -0.015 0.009 -0.056
H 14.21698 -0.28959 1.94292 -0.185 -0.123 0.123
H 15.80397 -2.11385 0.77164 0.023 -0.233 0.166
H 14.04554 -2.26652 0.53637 0.052 0.088 0.001

=====

# 2
14
Properties=species:S:1:pos:R:3:forces:R:3 method="wB97M-V/def2-TZVPD" e_above_lowest_kj_mol=523.2 homo_lumo_gap_ev="7.64 / 9.18" charge=+1 largest_force_ev_per_a=4.832 lumo_energy_ev="-5.201 / -4.344"
C -2.60217 -0.34295 0.25019 1.171 0.063 0.634
C 0.91319 0.38788 -0.57838 -0.100 -3.081 -0.325
C -0.54003 0.58817 -0.54793 -0.428 -0.272 -1.297
C 1.54033 -0.98706 -0.26839 2.880 1.810 -0.531
N 0.32839 1.20343 0.46200 -0.254 4.103 2.539
O -1.51099 -0.33713 -0.44108 1.396 0.889 -0.309
H -2.62040 0.15275 1.18791 -0.220 0.777 0.532
H -3.24335 -1.12775 0.01500 -1.073 -1.005 -0.525
H 1.55496 0.96729 -1.12838 0.972 1.359 -2.052
H 1.97594 -1.46933 -1.19665 -0.823 0.872 0.780
H 0.75492 -1.58104 0.06354 -0.778 -1.552 1.251
H 2.49341 -0.83691 0.39167 -2.066 -0.543 -0.691
H 0.54102 1.10170 1.45356 -0.419 -1.165 0.154
H 0.41480 2.28094 0.33695 -0.256 -2.257 -0.158

=====

# 3
11
Properties=species:S:1:pos:R:3:forces:R:3 method="wB97M-V/def2-TZVPD" e_above_lowest_kj_mol=479.7 homo_lumo_gap_ev=8.93 charge=0 largest_force_ev_per_a=8.142 lumo_energy_ev=0.700
C -0.33787 0.27755 -1.77083 0.635 -0.138 3.171
C 0.36993 -0.84759 0.40395 -1.521 0.080 -7.371
H -1.45327 0.10140 -1.77058 0.915 1.067 0.066
H 0.00081 0.09612 -2.80461 0.155 0.384 0.644
H 0.08738 1.28896 -1.26192 -1.482 -1.698 -1.800
H 0.77206 -1.60809 0.91660 1.590 -3.486 1.258
H -0.49909 0.91311 0.87650 0.588 -0.689 -1.435
H 0.86752 0.31649 2.71868 -1.598 -0.058 0.834
N 0.19367 -0.82845 -0.90489 1.060 -1.262 0.894
N 0.07689 0.11782 1.16315 -3.061 6.997 -2.824
O -0.07805 0.17269 2.43397 2.719 -1.196 6.563

=====

Q: Look up the charge of the second one.
A: +1

=====

Repeat the third record exactly.
11
Properties=species:S:1:pos:R:3:forces:R:3 method="wB97M-V/def2-TZVPD" e_above_lowest_kj_mol=479.7 homo_lumo_gap_ev=8.93 charge=0 largest_force_ev_per_a=8.142 lumo_energy_ev=0.700
C -0.33787 0.27755 -1.77083 0.635 -0.138 3.171
C 0.36993 -0.84759 0.40395 -1.521 0.080 -7.371
H -1.45327 0.10140 -1.77058 0.915 1.067 0.066
H 0.00081 0.09612 -2.80461 0.155 0.384 0.644
H 0.08738 1.28896 -1.26192 -1.482 -1.698 -1.800
H 0.77206 -1.60809 0.91660 1.590 -3.486 1.258
H -0.49909 0.91311 0.87650 0.588 -0.689 -1.435
H 0.86752 0.31649 2.71868 -1.598 -0.058 0.834
N 0.19367 -0.82845 -0.90489 1.060 -1.262 0.894
N 0.07689 0.11782 1.16315 -3.061 6.997 -2.824
O -0.07805 0.17269 2.43397 2.719 -1.196 6.563